No. 1
116
Properties=species:S:1:pos:R:3:forces:R:3:mulliken_charge:R:1 method="wB97M-V/def2-TZVPD" total_charge=-2 de_lowest_kcal_mol=23.4 spin_multiplicity=3 e_lumo_ev="2.95 / 2.95"
W -0.25552 0.19528 -0.49452 -2.0 -1.3 1.5 1.092
S -8.37186 5.00549 -2.23369 0.0 0.1 0.0 1.186
S -0.41306 -2.15206 -2.17189 -0.4 0.2 0.2 1.093
P -0.31393 -2.02524 2.45141 0.1 -0.1 -0.1 1.211
P 2.06130 -2.21477 0.64272 -0.1 0.3 0.1 1.562
O -0.77536 1.52318 0.91410 0.5 0.4 0.5 0.297
O 1.03986 -2.14926 -2.35900 0.1 -0.1 0.1 -0.645
O -0.69021 -1.92660 -0.63168 0.5 0.3 -0.3 -0.457
O -0.99647 -0.91828 -2.71120 0.2 0.0 -0.6 -0.503
O -7.16019 5.43324 -2.91371 -0.1 0.0 0.0 -0.692
O 1.64485 -0.85407 0.16453 0.1 0.0 -0.2 -0.510
O -8.94101 6.01085 -1.34376 0.0 -0.1 0.0 -0.720
O -9.35103 4.35926 -3.10357 0.1 0.0 0.0 -0.720
O -0.46910 3.07637 2.45702 -0.2 0.0 0.1 -0.680
O -1.03894 -3.39222 -2.56875 0.0 -0.1 0.1 -0.784
O 3.66027 5.75954 4.12548 0.0 0.1 0.0 -0.405
O -0.59437 -0.74394 1.75868 -0.2 -0.3 0.0 -0.385
N -6.67267 3.11738 -1.29750 0.1 0.0 0.0 -0.343
N 2.36718 4.01355 2.38955 0.0 0.2 0.0 0.280
N -2.32238 0.57174 -0.89501 0.2 -0.1 0.0 0.019
N -8.78473 3.27748 -0.21858 0.0 0.0 0.0 -0.596
N 2.10551 1.76119 1.40035 0.4 0.2 0.0 -0.101
N 0.52911 1.29452 -1.51842 0.9 0.6 -1.4 1.156
C -7.86343 3.64754 -1.11654 0.0 0.0 -0.1 0.126
C -1.81022 -2.93500 2.85857 0.0 0.1 0.1 0.780
C 5.35298 -1.42074 3.74210 0.0 0.0 0.0 -0.548
C -3.03627 -4.90098 3.49931 0.0 0.0 0.0 -0.707
C -7.21044 1.61691 0.47480 0.0 0.0 0.0 -0.622
C -4.20506 -4.15114 3.53304 0.0 0.0 0.0 -0.594
C 2.81912 4.73225 4.63994 0.0 0.0 0.0 -0.609
C -2.78587 1.60426 -1.67130 -0.1 0.1 0.0 -0.517
C 1.72848 4.36365 3.65100 0.1 0.0 0.1 -0.368
C 3.79278 -2.95261 2.75162 -0.1 0.0 0.0 -0.445
C 1.42245 -2.24511 6.16309 0.0 0.0 0.0 -0.674
C -1.83810 -4.29389 3.16182 0.0 0.0 -0.1 -0.594
C 3.93170 -0.68547 1.94584 0.0 -0.1 0.0 -0.179
C 2.64419 -5.37734 -1.87668 0.0 0.0 0.0 -0.963
C -4.05662 2.08137 -1.59620 0.1 0.0 -0.1 -0.997
C 1.97251 -0.97240 6.26760 0.0 0.0 0.0 -0.807
C -3.24059 -0.04978 -0.10276 -0.1 0.0 0.0 -0.647
C 2.02876 -4.39449 -1.12319 0.0 0.1 -0.1 -0.206
C 4.02762 -5.40145 -2.00262 0.0 0.0 0.0 -0.559
C -8.42231 2.25944 0.56084 0.0 0.0 0.0 -0.289
C 4.93320 -0.42658 2.87163 0.0 0.0 0.0 -0.630
C 0.58825 -1.68693 3.97925 -0.2 0.2 0.1 0.413
C 4.78159 -2.68722 3.68240 0.0 0.0 0.0 -0.742
C 0.72709 -2.60162 5.02000 0.1 0.0 -0.1 -0.853
C 1.05191 1.08598 -3.88831 0.0 -0.1 0.0 -1.565
C -6.30247 2.07663 -0.50478 0.0 0.0 0.0 0.599
C 3.24566 5.03251 1.84849 0.1 0.0 0.1 -0.556
C -4.99977 1.51828 -0.68531 0.0 0.0 0.1 0.869
C 4.18469 -3.45340 -0.61145 0.0 0.1 -0.1 -0.805
C 2.24960 2.81696 1.85191 -0.2 -0.2 0.0 -0.176
C -0.67334 2.75723 1.29072 -0.1 0.0 -0.1 0.120
C 0.76227 -3.14900 1.51838 0.0 0.0 0.0 -2.103
C 4.79827 -4.43257 -1.38063 0.0 0.0 0.0 -0.691
C 4.28045 5.38334 2.90811 0.0 0.0 0.0 -0.615
C -0.89575 3.81729 0.23931 0.0 0.0 0.0 -0.849
C -4.52928 0.36794 0.02253 0.1 0.0 0.0 -0.830
C 1.11883 -0.40251 4.09198 0.0 -0.1 0.0 -0.283
C 2.79965 -3.42480 -0.47917 0.0 -0.2 0.2 0.536
C 2.83838 1.41142 -2.16033 0.0 -0.1 0.0 -1.388
C -4.18020 -2.79667 3.23163 0.0 0.0 0.0 -0.804
C 1.40521 1.77179 -2.56815 0.0 0.1 0.0 1.749
C 3.35427 -1.94966 1.88906 0.0 0.0 -0.1 0.924
C 1.26495 3.28807 -2.70859 0.0 0.0 0.0 -1.816
C -2.98320 -2.18201 2.89956 0.1 -0.1 0.0 -0.781
C 1.82175 -0.05637 5.23642 0.0 0.0 0.0 -0.328
H -5.09197 -2.21445 3.24628 0.0 0.0 0.0 0.473
H 5.87530 -4.43355 -1.48988 0.0 0.0 0.0 0.413
H 0.06203 1.39021 -4.22967 0.0 0.0 0.0 0.328
H 2.39381 5.12211 5.56419 0.0 0.0 0.0 0.363
H -5.14311 -4.62946 3.78424 0.0 0.0 0.0 0.372
H 1.53053 -2.95371 6.97458 0.0 0.0 0.0 0.398
H 5.10915 -3.46572 4.35973 0.0 0.0 0.0 0.402
H 2.88794 0.36154 -1.86901 0.0 0.0 -0.1 0.131
H 2.50843 -0.69134 7.16602 0.0 0.0 0.0 0.393
H 6.12700 -1.21318 4.47082 0.0 0.0 0.0 0.374
H -3.06220 -5.95979 3.72260 0.0 0.0 0.0 0.400
H -1.97196 3.92646 0.09026 0.0 0.0 0.0 0.262
H 2.24677 0.93617 5.32217 0.0 0.0 0.0 0.522
H 1.03644 0.00443 -3.76473 0.1 0.0 0.0 0.225
H 3.51500 1.57951 -3.00124 0.0 0.1 0.0 0.515
H 3.16114 2.01442 -1.30950 0.0 0.0 0.0 0.181
H 4.79490 -2.70652 -0.11916 0.0 0.0 0.0 0.395
H 1.23930 -3.85824 2.19865 0.0 0.0 0.0 0.863
H 1.93217 3.64760 -3.49546 0.0 0.0 0.0 0.468
H 3.36860 -3.94870 2.69770 0.0 0.0 0.0 0.357
H 1.11063 3.53163 3.98017 0.0 0.0 0.0 0.320
H -2.88883 -0.93522 0.41198 0.0 0.0 0.0 0.697
H -2.07017 2.02096 -2.36860 0.0 0.0 0.0 0.306
H -0.48434 4.76838 0.57279 0.0 0.0 0.0 0.355
H 3.71657 4.66483 0.93768 0.0 0.0 0.0 0.381
H 3.56307 0.08928 1.28794 0.0 0.0 0.0 -0.111
H 1.52306 3.79067 -1.77482 0.0 0.0 0.0 0.245
H 3.42744 3.84614 4.87177 0.0 0.0 0.0 0.303
H 5.38001 0.55935 2.91298 0.0 0.0 0.0 0.458
H -5.18935 -0.21451 0.65223 0.0 0.0 0.0 0.189
H 0.94870 -4.36020 -1.09850 0.0 0.0 0.1 0.103
H -0.47180 3.51877 -0.71428 0.0 0.0 0.0 -0.149
H 0.97692 0.30497 3.28130 0.0 0.0 0.0 0.307
H 0.24264 3.56179 -2.97306 0.0 0.0 0.0 0.310
H 2.03393 -6.11105 -2.38634 0.0 0.0 0.0 0.441
H -9.15066 1.94476 1.30650 0.0 0.0 0.0 0.384
H -0.93351 -4.88941 3.10746 0.0 0.0 0.0 0.344
H 0.28772 -3.58997 4.94448 0.0 0.0 0.0 0.384
H 0.15772 -3.68182 0.78619 -0.1 0.1 0.0 1.002
H -6.97130 0.80712 1.14960 0.0 0.0 0.0 0.312
H 2.65325 5.92094 1.60519 0.0 0.0 0.0 0.325
H 4.50396 -6.17557 -2.59183 0.0 0.0 0.0 0.374
H 1.79067 1.36020 -4.64618 0.0 0.0 0.0 0.486
H 4.88938 6.23241 2.59660 0.0 0.0 0.0 0.350
H -4.36644 2.90218 -2.22845 0.0 0.0 0.0 0.610
H 4.93568 4.51682 3.07745 0.0 0.0 0.0 0.301
H -2.95199 -1.12801 2.65105 0.0 0.0 0.0 0.550
H 1.06273 5.21428 3.48175 0.0 0.0 0.0 0.256



No. 2
113
Properties=species:S:1:pos:R:3:forces:R:3:mulliken_charge:R:1 method="wB97M-V/def2-TZVPD" total_charge=-2 de_lowest_kcal_mol=0.0 e_lumo_ev="3.49 / 3.64"
As 3.33369 0.36807 0.71862 -2.0 2.1 0.2 1.276
Ge -0.31605 -0.05906 -3.14374 1.0 0.2 -0.3 0.220
Ge -0.07435 -2.57622 -0.87052 -1.0 0.4 -0.2 -0.081
S -1.06771 2.74553 -0.27173 -0.2 -0.3 0.0 0.095
S -0.34397 -0.15962 4.38546 -1.4 2.0 -2.0 1.311
S 2.50469 3.59956 2.32424 0.1 0.6 -2.4 1.139
Mg 0.55863 1.34682 1.98103 -0.8 -0.1 -0.7 1.048
O 2.84145 2.87914 3.52273 -0.1 -0.1 0.3 -0.697
O 1.10986 9.06694 -0.33168 -2.4 0.1 0.3 -0.633
O 1.20936 3.13331 1.71253 1.4 0.7 1.3 -0.405
O 0.87699 0.33388 3.71486 -0.1 0.2 0.3 -0.635
O 3.72566 -0.76813 1.83575 0.2 -0.3 -1.1 -0.845
O -0.96584 9.46201 0.45146 0.3 0.1 -0.6 -0.498
O -0.75560 0.47928 5.61442 0.5 0.0 0.1 -0.698
O 3.93328 0.41999 -0.99417 0.4 -2.3 -0.2 -0.630
O 1.65394 0.76082 0.52107 2.4 -1.5 0.2 0.341
O 2.60175 5.03046 2.28063 -0.8 0.8 1.2 -0.737
N -3.19459 0.31386 1.10222 0.6 -1.0 -0.4 0.142
N -1.42634 -0.04040 3.18361 1.0 -0.4 0.9 0.139
C 1.48395 -5.66628 5.95023 -0.8 0.1 -0.1 -1.498
C -1.84837 -4.51170 0.65704 0.4 0.1 0.5 -1.032
C -4.78342 -0.29282 4.84211 -1.8 0.4 0.4 -0.769
C -2.95237 -0.10890 -4.58612 0.3 -0.1 0.4 -1.114
C -5.68357 -0.10518 3.79075 0.8 0.2 0.8 -0.808
C 0.54036 5.04138 -0.50339 -0.7 -1.7 -0.1 -0.288
C 0.71095 6.39074 -0.55808 -1.2 0.7 0.3 -0.654
C -5.17567 0.19994 2.51780 2.0 -1.2 0.2 0.692
C 0.07390 -1.92561 -7.43958 0.2 0.2 -0.3 -1.029
C 6.59533 2.78356 0.67889 1.2 -0.1 0.1 -0.533
C 1.63493 -3.60204 -0.65523 -0.6 0.8 -0.5 -0.592
C 0.93527 -3.25320 6.47658 0.0 -0.4 -0.3 -0.781
C -0.63068 -2.90974 -2.71154 -0.6 1.8 -1.1 -0.732
C 0.98353 -4.31245 5.53655 0.0 1.3 0.3 1.023
C 0.10155 -1.76611 4.79658 -0.3 -1.9 0.6 0.019
C -1.66466 -3.03213 0.30180 1.0 0.5 0.2 0.132
C -0.41325 -4.13331 -6.74361 -0.1 -1.9 0.4 -0.623
C 2.28625 0.74462 -4.58241 -0.4 0.4 -0.2 -1.245
C -5.98887 0.42423 1.38255 0.2 0.0 -0.9 -0.426
C -3.69110 0.08253 2.32683 -2.3 1.4 -0.2 0.182
C -2.78915 -0.08871 3.43279 -1.0 -0.1 0.5 0.064
C -3.97875 0.34384 0.05914 -0.6 0.2 0.2 -0.352
C -3.41144 -0.27315 4.68517 1.9 0.0 -0.4 -0.840
C 0.53759 -4.07043 4.23021 -0.2 0.8 0.6 -0.824
C -0.39471 -1.97155 -3.69596 0.6 -1.0 1.8 0.457
C -1.73227 6.73003 -0.65908 0.6 -1.2 0.4 -0.809
C 3.94021 3.28717 1.21156 0.1 -0.1 0.4 0.698
C 5.73313 1.71824 0.86163 0.3 0.6 -1.0 -0.892
C -0.00748 -1.50943 -6.14011 0.3 -0.3 1.6 0.623
C -0.30533 -2.40118 -5.08014 -0.6 -0.2 -1.1 0.423
C -5.40088 0.39236 0.12649 -0.2 0.3 0.4 -0.775
C 4.39120 2.00202 0.94160 -0.9 -0.6 1.4 -0.316
C 1.53540 0.81285 -3.25260 -1.0 -0.7 0.1 0.279
C 0.04054 -2.81360 3.86354 0.4 0.4 0.8 0.159
C -0.05048 8.66387 -0.20060 1.6 -0.4 -0.2 0.495
C -0.77459 4.44793 -0.41182 0.1 0.9 -0.5 -0.215
C -0.43359 7.25238 -0.55119 0.8 0.7 0.1 0.542
C 0.48338 -1.98610 6.13318 -0.2 -0.3 -0.9 -0.920
C -0.46319 -3.74666 -5.40969 -0.5 -0.5 -0.3 -0.611
C 6.16388 4.10563 0.77729 -0.1 -0.4 -0.3 -0.656
C -1.88972 5.32906 -0.55036 0.9 0.8 0.0 -0.566
C -1.64796 0.73554 -4.47370 -0.5 0.0 1.0 -0.666
C 4.84018 4.36665 1.07767 -0.3 -0.5 0.1 -0.489
C 1.51604 -5.10729 -0.79453 0.9 -0.6 -0.6 -1.034
C -0.15034 -3.25423 -7.75944 0.1 0.2 -0.8 -0.480
H -2.60466 7.36424 -0.84199 0.2 -0.1 0.3 0.348
H -2.69552 -0.36313 5.51252 -0.9 0.0 -0.1 0.461
H -1.85384 9.08034 0.45035 0.3 -0.4 -0.1 0.314
H -1.70212 -5.16405 -0.21598 -0.1 0.1 0.2 0.317
H 1.81245 -6.15008 5.04119 0.3 -0.5 0.0 0.365
H 1.26301 -3.44866 7.49746 -0.1 0.0 -0.2 0.313
H 4.35385 -0.41952 -1.31769 -0.7 1.0 0.6 0.270
H -0.68116 -4.52038 -4.64399 0.4 0.7 -0.7 0.187
H -2.86942 -4.65964 1.03971 0.3 -0.2 0.0 0.362
H 2.44607 -0.28765 -4.89032 0.2 -0.1 0.0 0.371
H 0.81251 -5.46393 -0.06003 -0.4 -0.4 0.1 0.232
H 4.52681 5.39095 1.23825 -0.2 -0.3 0.1 0.502
H 7.63854 2.54822 0.43806 -0.2 0.3 0.3 0.302
H 0.56907 -4.84218 3.48722 0.0 -0.4 -0.2 0.386
H -2.86400 4.87298 -0.51155 -0.3 0.0 -0.2 0.442
H -7.06539 0.63396 1.51374 0.6 -0.4 -0.1 0.339
H -3.49130 0.38235 -0.90387 0.1 0.2 -0.2 0.560
H -0.52457 -5.22173 -6.96360 0.0 1.0 0.1 0.283
H 1.32112 1.82208 -2.93297 0.2 0.4 0.1 0.338
H -1.52090 -2.38244 1.19206 -0.5 -0.4 -0.4 -0.471
H -1.11759 -4.81973 1.45207 -0.6 0.1 -0.7 0.029
H 2.05698 0.31609 -2.43332 0.1 0.2 -0.1 -0.304
H -1.19610 0.83410 -5.44273 0.4 0.0 -0.4 0.530
H 2.22528 -3.13351 -1.44537 0.2 -0.2 0.0 0.337
H -6.74611 -0.23558 3.95833 -0.1 0.3 0.0 0.350
H 0.31308 -0.52369 -5.83138 -0.3 0.1 -0.4 -0.180
H 2.04321 -3.26143 0.27993 0.4 -0.1 0.5 0.486
H -5.98424 0.46944 -0.80912 0.3 0.0 0.7 0.356
H 0.34373 -1.15980 6.82904 0.4 -0.3 -0.1 0.478
H 3.24999 1.27850 -4.56085 -0.2 -0.3 0.2 0.350
H 6.06886 0.68483 0.82149 0.1 0.2 -0.1 0.381
H 1.66837 6.89585 -0.51676 0.0 -0.3 0.0 0.424
H 1.70822 1.22523 -5.39177 0.1 -0.1 0.2 0.311
H 0.62918 -6.23565 6.36865 0.6 0.1 -0.1 0.280
H 0.35940 -1.19469 -8.17888 0.0 0.0 -0.3 0.400
H -5.22992 -0.33610 5.86168 0.6 -0.4 -0.8 0.268
H -1.82470 1.76198 -4.13276 -0.2 -0.2 0.1 0.603
H 1.19719 -5.40748 -1.83089 0.1 0.2 1.0 0.208
H -0.06857 -3.60956 -8.78593 0.0 0.1 0.2 0.365
H -2.52780 -2.65966 -0.25709 0.1 0.1 0.1 0.451
H -2.90369 -0.95003 -3.86917 -0.4 0.4 -0.1 0.241
H -3.03542 -0.59551 -5.56512 0.0 0.2 0.0 0.296
H 1.36002 4.30878 -0.52121 -0.2 0.7 0.1 0.197
H 2.48199 -5.64666 -0.57697 -0.7 0.6 -0.3 0.361
H 2.29270 -5.61625 6.68176 -0.1 0.0 -0.1 0.383
H -3.86756 0.48779 -4.40409 0.5 -0.3 0.0 0.289
H 6.84843 4.93746 0.66556 0.1 -0.1 -0.1 0.365
H -0.40820 -2.61000 2.89437 0.4 -0.1 0.1 0.177
H -1.27780 -3.72546 -3.02359 0.6 -0.8 0.2 0.273